No. 1
Entry from the OMol25 dataset: C53H85BGaN26O2 as an isolated structure at a distorted geometry (wB97M-V/def2-TZVPD).

## Properties
Gap between HOMO and LUMO = 5.061 eV
Net charge = -1
E_tot = -5594.17795 Eh

```
168
C53H85BGaN26O2 wB97M-V/def2-TZVPD
O 1.04320 -3.20385 3.08482
B 0.21418 -2.73309 2.07799
O 0.38537 -1.42704 1.62185
C -0.88434 -3.61895 1.41267
Ga -2.81142 -3.06851 1.85688
H 0.63205 -4.00876 3.41316
H -0.18098 -1.34185 0.84852
H -0.79071 -3.48286 0.33263
H -0.68455 -4.67461 1.61378
H -3.33775 -3.56791 3.28861
H -3.82436 -3.61963 0.75602
H -2.84678 -1.43544 1.77722
C 3.01792 -2.07545 -1.16611
C 1.98763 -3.10261 -1.31606
N 1.18602 -3.91728 -1.43232
H 3.73400 -2.37980 -0.40273
H 3.53679 -1.93370 -2.10962
H 2.56377 -1.13303 -0.86503
C 0.24563 -0.12272 -2.59392
C -0.95609 -0.79793 -2.11668
N -1.88801 -1.35257 -1.74244
H -0.00894 0.86109 -2.97957
H 0.95632 0.00055 -1.78401
H 0.70281 -0.71663 -3.38512
C 5.21171 0.58323 -3.97409
C 4.18874 -0.44314 -4.11113
N 3.37751 -1.25335 -4.21946
H 5.94076 0.28334 -3.22349
H 5.72008 0.70374 -4.93410
H 4.75161 1.52374 -3.67391
C -0.93087 2.46689 0.89026
C 0.09024 2.41412 -0.15157
N 0.90985 2.37261 -0.96815
H -1.60114 3.30124 0.70980
H -1.51069 1.54608 0.89581
H -0.45524 2.59210 1.86270
C 5.66543 -0.76210 -8.42101
C 6.32278 0.04980 -7.40618
N 6.84187 0.67919 -6.59465
H 6.28127 -0.77986 -9.31712
H 5.52972 -1.77670 -8.05131
H 4.69268 -0.33713 -8.66094
C -3.88499 -0.12839 -4.40803
C -3.89473 1.12514 -5.15410
N -3.94497 2.11143 -5.74650
H -3.80308 -0.96866 -5.09540
H -3.04468 -0.15250 -3.71642
H -4.80447 -0.21760 -3.84580
C 4.31597 0.56189 -12.33507
C 5.68557 0.47571 -11.84781
N 6.77059 0.40727 -11.46961
H 3.93742 1.57067 -12.18452
H 4.29166 0.32714 -13.39210
H 3.68324 -0.14053 -11.79369
C -5.38376 -0.17730 -0.18792
C -4.45646 0.93154 -0.18227
N -3.70060 1.79910 -0.17840
H -4.95949 -0.99756 0.39204
H -6.32238 0.13869 0.25645
H -5.56459 -0.51577 -1.19609
C -7.52336 0.38982 -5.65977
C -7.85963 -0.28638 -4.41030
N -8.12415 -0.82879 -3.43103
H -6.80486 -0.20765 -6.21747
H -8.42132 0.51965 -6.26014
H -7.08652 1.36488 -5.45145
C 9.97846 -0.53138 -5.03022
C 8.82652 -1.22511 -4.46628
N 7.91593 -1.77480 -4.02500
H 9.65202 0.40367 -5.48091
H 10.70114 -0.32139 -4.24416
H 10.44715 -1.14680 -5.79459
C 5.14490 -5.45371 -1.31211
C 5.82090 -4.71033 -0.25745
N 6.36913 -4.13531 0.57554
H 5.72479 -5.39811 -2.23128
H 5.04180 -6.49650 -1.01704
H 4.15629 -5.03207 -1.49112
C -5.11750 4.24551 2.85231
C -3.70900 4.16755 3.22440
N -2.59554 4.10618 3.51373
H -5.49866 5.24082 3.07599
H -5.23003 4.04342 1.78932
H -5.68396 3.50846 3.41533
C -3.69589 3.30204 6.86292
C -4.72227 2.53306 6.17174
N -5.53329 1.92287 5.62956
H -2.74695 3.20747 6.33492
H -3.98692 4.35166 6.89188
H -3.57959 2.93252 7.87896
C -3.83458 -2.97208 6.42962
C -2.63871 -3.65892 5.95188
N -1.72706 -4.25080 5.57454
H -4.14932 -3.40743 7.37552
H -3.62513 -1.91537 6.57791
H -4.63160 -3.07560 5.69378
C 1.74367 0.78069 4.24820
C 0.78290 1.83014 4.55616
N 0.03297 2.66047 4.83601
H 2.65685 0.95880 4.81360
H 1.34233 -0.19818 4.50568
H 1.97310 0.79585 3.18533
C 7.21107 -0.85448 2.15263
C 6.19364 0.13745 2.46283
N 5.39898 0.92991 2.70629
H 8.09476 -0.67488 2.76181
H 6.83104 -1.85415 2.35544
H 7.48021 -0.78869 1.10079
C 7.03032 3.21759 -14.77448
C 5.97016 2.23317 -14.95585
N 5.13968 1.45048 -15.09835
H 7.66956 2.91527 -13.94718
H 7.62505 3.28737 -15.68263
H 6.59475 4.19006 -14.55516
C -7.28495 -3.23722 8.39676
C -6.35492 -2.12478 8.54250
N -5.63233 -1.23737 8.65879
H -6.97012 -4.06579 9.02837
H -8.28292 -2.91483 8.68887
H -7.30373 -3.56323 7.35855
C 8.11308 -8.02852 0.67983
C 7.31594 -8.90785 -0.16715
N 6.68513 -9.59722 -0.83780
H 9.08199 -7.85385 0.21700
H 7.60366 -7.07458 0.80915
H 8.26035 -8.48846 1.65458
C 10.12219 0.49167 -10.30366
C 10.73261 -0.10511 -9.12047
N 11.20594 -0.57503 -8.18369
H 9.27218 -0.10638 -10.62449
H 9.77576 1.49579 -10.06924
H 10.85092 0.54194 -11.11020
C -9.07803 -3.54139 -0.30422
C -7.68292 -3.65539 0.11016
N -6.57922 -3.74537 0.42665
H -9.44395 -2.53903 -0.09196
H -9.16074 -3.72769 -1.37278
H -9.68352 -4.26676 0.23625
C 0.37994 4.16484 8.20200
C -0.80542 3.67847 8.88946
N -1.76164 3.34041 9.42973
H 0.14776 5.10657 7.70663
H 1.17852 4.32324 8.92380
H 0.70191 3.44150 7.45869
C -7.99590 1.67850 8.63692
C -8.96554 0.61029 8.45050
N -9.71390 -0.25216 8.30249
H -7.33429 1.43000 9.46588
H -7.40619 1.78991 7.73519
H -8.50281 2.61536 8.84631
C -4.86011 5.06878 -1.38022
C -5.99823 4.36556 -0.80144
N -6.89044 3.80337 -0.34116
H -5.18723 6.01977 -1.79633
H -4.11230 5.24856 -0.61005
H -4.41853 4.46093 -2.16743
C -9.44042 5.98995 10.51737
C -8.92817 5.31836 9.32835
N -8.52417 4.78385 8.39353
H -8.61022 6.32332 11.13628
H -10.03768 6.85058 10.22411
H -10.05980 5.30199 11.08908
C 4.15373 2.61837 6.97838
C 3.03389 1.99448 7.67603
N 2.12775 1.53465 8.21303
H 3.84104 3.57804 6.57091
H 4.97962 2.77221 7.66996
H 4.48385 1.97723 6.16290
```

=====

No. 2
Entry from the OMol25 dataset: C19H18As2CrF12N3O7 as an isolated structure at a distorted geometry (wB97M-V/def2-TZVPD).

## Properties
Gap between HOMO and LUMO (spin up / spin down) = 6.949 / 7.043 eV
Net charge = -1
2S+1 = 5
<S²> = 6.0059
E_tot = -8140.11040 Eh

```
62
C19H18As2CrF12N3O7 wB97M-V/def2-TZVPD
Cr -0.99285 -3.43974 -0.16082
As -3.56271 -3.11483 2.88115
F -3.26213 -4.84762 3.42972
F -2.36630 -3.25794 1.50569
F -3.88891 -1.36161 2.51830
F -4.86191 -3.06395 4.07841
F -2.31102 -2.70648 4.09096
F -4.77100 -3.70256 1.72469
As -2.17177 -2.20299 -2.80390
F -2.66399 -2.48623 -1.05098
F -0.66457 -2.70825 -2.02567
F -1.39195 -2.03635 -4.33769
F -3.87930 -1.83443 -3.35562
F -1.78432 -0.46333 -2.27960
F -2.40514 -3.98124 -3.05530
C 0.14740 -0.53506 1.20436
O -0.27998 -1.75668 0.68049
H 1.09070 -0.50343 1.74960
H 0.04339 0.14724 0.36071
H -0.54774 -0.18248 1.96633
C 6.21595 -1.41890 0.57532
C 6.29979 -2.78255 0.42173
C 5.25764 -3.57382 0.13274
C 4.00174 -3.02027 0.08017
C 3.83433 -1.74903 0.24681
C 4.93585 -0.85069 0.40005
N 2.83239 -3.92876 -0.20430
O 3.00723 -5.18690 -0.16651
O 1.76535 -3.41109 -0.51083
H 7.13982 -0.90910 0.80545
H 7.26751 -3.25401 0.50914
H 5.38781 -4.61430 -0.12586
H 2.81943 -1.38805 0.16889
H 4.85541 0.20178 0.62859
C 1.19149 3.98583 -0.18201
C 0.76960 2.92118 -1.11555
C 1.78769 2.16390 -1.69535
C 3.11356 2.50688 -1.47999
C 3.49521 3.45384 -0.48019
C 2.59796 4.35725 0.05248
N 4.22496 1.62413 -2.02945
O 5.35608 1.99833 -2.00707
O 3.72843 0.52890 -2.45535
H 0.46990 4.57226 0.36735
H -0.25047 2.61077 -1.28731
H 1.55389 1.34089 -2.35443
H 4.51560 3.67140 -0.20115
H 3.04970 5.04814 0.74891
C -2.88443 1.59303 -0.16198
C -3.23650 1.72486 1.18095
C -4.35130 2.56475 1.51102
C -4.96877 3.33494 0.49086
C -4.53224 3.20586 -0.80686
C -3.43371 2.42151 -1.16610
N -6.26189 4.13580 0.80743
O -6.76802 4.78397 -0.08433
O -6.70260 4.15144 1.90890
H -2.05051 0.95031 -0.40256
H -2.82394 1.15822 2.00260
H -4.76366 2.76278 2.48935
H -4.88270 3.89437 -1.56153
H -3.03942 2.45812 -2.17088
```

=====

No. 3
Entry from the OMol25 dataset: a 2-piece molecular cluster, CH5BrN3O overall at a distorted geometry (wB97M-V/def2-TZVPD).

## Properties
Gap between HOMO and LUMO (spin up / spin down) = 7.620 / 8.515 eV
Net charge = +1
ΔE to the lowest compared entry with this formula, charge and spin = 24.85 kcal per mole
E_tot = -2854.27173 Eh

```
11
CH5BrN3O wB97M-V/def2-TZVPD
C -0.21533 0.70514 0.06903
N -0.62573 1.30535 1.14296
N 0.71897 -0.29248 0.20013
N 1.23175 -0.96988 -0.85746
O -0.81174 1.02503 -1.04740
Br -0.75709 -2.70266 -1.38335
H -0.36385 0.72322 1.93045
H -1.62712 1.67283 1.26516
H 1.07282 -0.40595 1.15989
H 1.87630 -1.72865 -0.59365
H -0.49899 0.66805 -1.88576
```

=====

No. 4
Entry from the OMol25 dataset: a 2-piece molecular cluster, C3H10N2 overall at a distorted geometry (wB97M-V/def2-TZVPD).

## Properties
Gap between HOMO and LUMO = 6.704 eV
Net charge = 0
ΔE to the lowest compared entry with this formula, charge and spin = 171.85 kcal per mole
E_tot = -229.53539 Eh

```
15
C3H10N2 wB97M-V/def2-TZVPD
N -0.82218 -1.58518 0.43778
C 0.25152 -1.16512 -0.40804
C 0.09401 0.18927 -1.01090
C 0.07942 1.19542 0.05130
N -1.25268 1.37475 0.66737
H -0.63139 -2.53566 0.64922
H -1.47676 0.42941 0.88075
H 0.81820 -1.80445 -1.19187
H 0.55030 -0.97462 0.66572
H 0.90874 0.39826 -1.79753
H -0.74408 0.12448 -1.76135
H 0.50608 2.19407 -0.15392
H 0.75049 0.73498 0.85448
H 2.12258 -0.31576 0.39746
H -1.15424 1.74014 1.71953
```

=====

No. 5
Entry from the OMol25 dataset: a 2-piece molecular cluster, C7H11N4O3P overall at a distorted geometry (wB97M-V/def2-TZVPD).

## Properties
Gap between HOMO and LUMO = 7.535 eV
Net charge = 0
ΔE to the lowest compared entry with this formula, charge and spin = 71.37 kcal per mole
E_tot = -1059.30789 Eh

```
26
C7H11N4O3P wB97M-V/def2-TZVPD
C 2.63345 -0.23292 1.70295
C 2.66538 -0.71222 0.39435
C 1.41405 -0.30576 2.39554
C 1.55114 -1.39278 -0.09377
C 0.27606 -0.77854 1.78027
C 0.33967 -1.43957 0.54632
C -0.75538 -2.16125 0.02796
N -2.60594 1.70789 -1.78553
N -0.35941 1.16924 -0.48170
N -1.62132 -0.94611 -1.56257
N -0.56731 -3.21080 -0.93714
O 0.24155 -3.04157 -1.84024
O -1.20792 -4.23783 -0.79759
O -2.81145 0.38281 0.45001
P -1.95178 0.54101 -0.74419
H 3.46651 0.14579 2.38477
H 3.50287 -0.78637 -0.14461
H 1.49177 0.00406 3.42578
H 1.70390 -1.74320 -1.09794
H -0.63519 -0.82808 2.32158
H -1.66921 -2.09744 0.57681
H -3.56034 1.99897 -1.57516
H -2.55230 1.89736 -2.81298
H 0.08212 1.77735 -1.27783
H -0.33806 1.42014 0.45227
H -0.74286 -0.92646 -2.07552
```